w.
This record from the OMol25 dataset describes a molecular structure, C5H16N4. The level of theory is the ωB97M-V functional and the def2-TZVPD basis.

Each line ends with the Mulliken charge.
Atoms and positions in Å:
C  1.340  0.013  -0.195  0.301
C  -0.581  0.007  -0.146  2.072
C  -0.599  -0.039  1.316  -1.142
C  -1.114  -1.227  -0.864  -2.214
C  -1.148  1.284  -0.756  -1.920
N  1.821  -1.321  -0.184  -0.565
N  2.062  0.703  0.819  -0.521
N  1.654  0.614  -1.451  -0.381
N  -2.248  -0.138  1.777  -0.488
H  2.824  -1.476  -0.130  0.241
H  1.330  -2.043  -0.697  0.154
H  2.217  0.245  1.711  0.206
H  2.075  1.715  0.811  0.185
H  2.521  0.358  -1.920  0.189
H  1.345  1.563  -1.629  0.149
H  -2.673  0.631  2.297  0.153
H  -2.683  -1.044  1.605  0.165
H  -0.169  -0.929  1.768  0.361
H  -0.304  0.886  1.810  0.443
H  -0.728  -1.271  -1.888  0.421
H  -0.841  -2.145  -0.338  0.422
H  -2.206  -1.207  -0.934  0.527
H  -0.790  2.177  -0.239  0.365
H  -2.242  1.284  -0.733  0.427
H  -0.863  1.359  -1.811  0.451

Computed properties:
Gap between HOMO and LUMO in eV: 8.79
E_LUMO in eV: 0.9


x.
This record from the OMol25 dataset describes 2 unconnected molecules or ions with the total composition C5H16N4. The level of theory is the ωB97M-V functional and the def2-TZVPD basis.

Each line ends with the Mulliken charge.
Atoms and positions in Å:
C  -1.153  -1.168  -1.356  -1.390
C  -0.579  0.193  -0.979  -0.617
C  0.757  0.141  -0.180  1.108
N  0.740  -0.769  0.947  -0.735
N  1.083  1.455  0.365  -0.695
C  1.935  -0.269  -1.101  -1.174
N  3.217  -0.253  -0.424  -0.688
H  -0.481  -1.704  -2.022  0.329
H  -1.328  -1.778  -0.471  0.277
H  -2.106  -1.039  -1.868  0.406
H  -1.315  0.728  -0.373  0.246
H  -0.411  0.782  -1.887  0.394
H  -0.009  -0.534  1.593  0.366
H  0.616  -1.724  0.635  0.282
H  0.947  2.175  -0.335  0.258
H  0.499  1.657  1.165  0.250
H  1.763  -1.278  -1.484  0.397
H  1.984  0.419  -1.950  0.381
H  3.365  0.685  -0.059  0.325
H  3.148  -0.858  0.390  0.325
C  -2.557  1.011  1.786  -0.404
N  -1.993  -0.016  2.225  -0.448
H  -3.569  1.071  1.374  0.270
H  -2.008  1.945  1.823  0.334
H  -2.545  -0.872  2.185  0.205

Computed properties:
Gap between HOMO and LUMO in eV: 9.49
E_LUMO in eV: 0.8
Structure (SMILES): CCC(N)(N)CN.C=N


x is favored, and the nearest alternative lies 1.237 eV above it.


w.
This record from the OMol25 dataset describes C19H28N2O4S in the gas phase. The level of theory is the ωB97M-V functional and the def2-TZVPD basis.

Each line ends with the Mulliken charge.
Atoms and positions in Å:
C  -0.576  5.639  5.630  -1.605
C  -0.145  4.957  4.335  0.961
C  -1.265  5.014  3.298  -1.376
C  0.262  3.506  4.632  -1.264
N  0.769  2.819  3.468  -0.045
C  2.082  2.685  3.216  0.343
O  2.965  3.010  3.979  -0.657
C  2.402  2.033  1.871  -0.200
O  1.258  1.994  1.026  -0.239
C  1.283  1.094  0.027  0.929
O  2.211  0.335  -0.152  -0.652
C  0.081  1.113  -0.811  -0.720
C  -1.001  1.943  -0.520  -0.369
C  -2.128  1.929  -1.312  -0.766
C  -2.180  1.075  -2.406  -0.832
C  -1.116  0.253  -2.716  -0.657
C  0.036  0.262  -1.931  1.317
S  1.441  -0.724  -2.277  -0.007
C  1.018  -1.493  -3.888  -1.022
C  -0.051  -2.573  -3.806  0.678
O  -0.970  -2.629  -4.598  -0.667
N  0.129  -3.435  -2.792  0.017
C  -0.723  -4.578  -2.571  -1.229
C  -0.056  -5.900  -2.977  0.947
C  -1.067  -7.037  -2.857  -1.586
C  1.173  -6.183  -2.116  -1.479
H  -0.838  6.678  5.443  0.407
H  0.228  5.615  6.361  0.402
H  -1.443  5.137  6.053  0.351
H  0.733  5.476  3.936  0.207
H  -1.579  6.043  3.141  0.430
H  -0.934  4.616  2.341  0.231
H  -2.128  4.443  3.637  0.330
H  1.063  3.496  5.374  0.424
H  -0.596  2.951  5.022  0.384
H  0.118  2.567  2.742  0.231
H  3.204  2.602  1.388  0.315
H  2.776  1.016  2.040  0.340
H  -0.938  2.598  0.335  0.572
H  -2.963  2.572  -1.082  0.405
H  -3.062  1.048  -3.028  0.410
H  -1.202  -0.401  -3.567  0.301
H  1.958  -1.948  -4.206  0.473
H  0.738  -0.729  -4.612  0.417
H  0.917  -3.300  -2.177  0.313
H  -1.008  -4.614  -1.515  0.396
H  -1.618  -4.418  -3.177  0.409
H  0.256  -5.813  -4.023  0.186
H  -1.405  -7.137  -1.827  0.343
H  -1.933  -6.849  -3.487  0.392
H  -0.618  -7.978  -3.164  0.414
H  1.933  -5.417  -2.250  0.352
H  0.899  -6.221  -1.063  0.317
H  1.610  -7.141  -2.389  0.424

Computed properties:
Gap between HOMO and LUMO in eV: 8.69
E_LUMO in eV: 0.2
Structure (SMILES): CC(C)CNC(=O)COC(=O)c1ccccc1SCC(=O)NCC(C)C


x.
This record from the OMol25 dataset describes C19H28N2O4S in the gas phase. The level of theory is the ωB97M-V functional and the def2-TZVPD basis.

Each line ends with the Mulliken charge.
Atoms and positions in Å:
C  -2.894  -3.643  0.669  -0.583
O  -1.496  -3.510  0.653  -0.400
C  -1.064  -2.372  -0.057  0.089
C  0.456  -2.301  0.043  -0.786
C  1.007  -1.144  -0.766  0.755
O  0.278  -0.405  -1.415  -0.850
N  2.343  -0.971  -0.759  0.276
C  3.322  -1.769  -0.063  -0.917
C  3.966  -0.964  1.071  -0.893
C  4.324  0.479  0.644  0.150
O  3.623  1.473  1.378  -0.563
C  2.305  1.729  1.046  0.099
C  1.264  0.960  1.552  -0.130
C  -0.035  1.212  1.155  -0.557
C  -0.310  2.249  0.275  0.319
C  -1.703  2.410  -0.248  0.020
O  -2.444  3.336  0.025  -0.701
N  -2.034  1.395  -1.073  0.138
C  -3.367  1.230  -1.584  -1.047
C  -4.074  0.033  -0.947  -0.540
S  -3.977  0.029  0.873  -0.037
C  -4.884  1.549  1.264  -0.871
C  0.715  3.085  -0.144  -0.617
C  2.017  2.824  0.236  -0.362
C  4.226  0.631  -0.882  -1.106
C  2.907  0.148  -1.494  -0.831
H  -3.290  -3.787  -0.344  0.262
H  -3.116  -4.521  1.272  0.294
H  -3.371  -2.759  1.111  0.180
H  -1.520  -1.466  0.366  -0.432
H  -1.364  -2.442  -1.114  0.349
H  0.733  -2.195  1.093  0.295
H  0.863  -3.244  -0.327  0.551
H  4.091  -2.066  -0.786  0.326
H  2.871  -2.674  0.336  0.486
H  3.287  -0.911  1.921  0.316
H  4.864  -1.486  1.404  0.385
H  5.362  0.685  0.932  0.401
H  1.467  0.161  2.249  0.582
H  -0.843  0.598  1.526  0.482
H  -1.350  0.666  -1.247  0.206
H  -3.341  1.084  -2.670  0.367
H  -3.908  2.155  -1.366  0.476
H  -5.126  0.008  -1.234  0.551
H  -3.596  -0.899  -1.250  0.240
H  -4.297  2.414  0.967  0.244
H  -5.846  1.529  0.758  0.271
H  -5.029  1.552  2.339  0.372
H  0.492  3.921  -0.790  0.493
H  2.827  3.453  -0.103  0.467
H  4.373  1.679  -1.145  0.461
H  5.058  0.067  -1.309  0.484
H  3.082  -0.153  -2.536  0.427
H  2.155  0.940  -1.503  0.408

Computed properties:
Gap between HOMO and LUMO in eV: 9.06
E_LUMO in eV: 0.6
Structure (SMILES): COCCC(=O)N1CCC(Oc2ccc(C(=O)NCCSC)cc2)CC1


w is favored, and the nearest alternative lies 1.214 eV above it.


w.
This record from the OMol25 dataset describes a gas-phase ion, C5H10NS (charge +1). The level of theory is the ωB97M-V functional and the def2-TZVPD basis.

Each line ends with the Mulliken charge.
Atoms and positions in Å:
C  -0.014  -1.094  0.984  0.401
C  -0.814  -1.186  1.992  -0.526
C  0.639  1.074  -0.532  -0.634
C  1.733  0.519  0.461  -0.570
C  -1.094  -0.208  -1.706  -0.851
N  -0.622  0.380  -0.455  -0.220
S  1.563  -1.291  0.570  -0.049
H  -0.568  -1.821  2.756  0.370
H  -1.957  -1.095  1.900  0.256
H  0.479  2.049  -0.223  0.352
H  1.159  1.129  -1.499  0.346
H  2.631  0.982  0.131  0.471
H  1.631  0.766  1.610  0.312
H  -1.566  0.474  -2.369  0.330
H  -0.110  -0.633  -2.096  0.332
H  -1.800  -0.999  -1.608  0.311
H  -1.289  0.953  0.085  0.369

Computed properties:
Gap between HOMO and LUMO (alpha / beta) in eV: 9.42 / 9.42
Net charge: +1
E_LUMO (alpha / beta) in eV: -4.6 / -4.6


x.
This record from the OMol25 dataset describes 2 unconnected molecules or ions with the total composition C5H10NS. The level of theory is the ωB97M-V functional and the def2-TZVPD basis.

Each line ends with the Mulliken charge.
Atoms and positions in Å:
C  -0.832  0.251  0.699  0.439
C  -1.242  1.472  0.787  -0.841
C  -0.722  -0.995  0.520  -0.363
C  1.674  0.192  -0.588  0.057
C  -1.565  -1.953  -0.422  -1.159
N  1.730  1.494  -0.460  -0.272
S  2.556  -0.825  0.459  -0.078
H  -1.802  1.692  1.587  0.313
H  -0.923  2.181  0.090  0.207
H  0.070  -1.465  1.040  0.451
H  1.270  -0.370  -1.438  0.352
H  -0.836  -2.450  -1.054  0.292
H  -2.133  -1.416  -1.054  0.423
H  -2.312  -2.485  0.103  0.379
H  1.037  2.139  -0.828  0.311
H  2.124  1.874  0.435  0.280
H  2.459  -0.025  1.623  0.209

Computed properties:
Gap between HOMO and LUMO in eV: 8.25
Net charge: +1
E_LUMO in eV: -5.2


w is favored, and the nearest alternative lies 0.304 eV above it.


w.
This record from the OMol25 dataset describes 3 unconnected molecules or ions with the total composition C4H12NOS2. The level of theory is the ωB97M-V functional and the def2-TZVPD basis.

Each line ends with the Mulliken charge.
Atoms and positions in Å:
C  1.075  1.644  -1.007  -0.442
C  -0.922  -1.749  2.949  -1.034
C  2.298  0.860  -0.910  0.108
C  -0.814  -1.007  1.716  0.696
N  2.391  -0.304  -0.517  -0.115
O  0.170  -0.743  1.056  -0.612
S  -2.158  0.632  -2.616  -0.312
S  -2.350  -0.466  0.973  -0.129
H  0.200  1.057  -0.624  -0.221
H  1.023  2.133  -1.989  0.407
H  1.263  2.428  -0.299  0.342
H  -0.715  -2.862  2.939  0.307
H  -1.990  -1.684  3.297  0.326
H  -0.196  -1.485  3.766  0.299
H  3.135  1.409  -1.277  0.394
H  3.272  -0.774  -0.687  0.265
H  1.590  -0.820  -0.074  0.381
H  -3.120  -0.139  -3.300  0.201
H  -2.437  1.577  -3.420  0.143
H  -1.716  0.292  0.026  -0.005

Computed properties:
Gap between HOMO and LUMO in eV: 8.91
Net charge: +1
E_LUMO in eV: -3.9


x.
This record from the OMol25 dataset describes 2 unconnected molecules or ions with the total composition C4H12NOS2. The level of theory is the ωB97M-V functional and the def2-TZVPD basis.

Each line ends with the Mulliken charge.
Atoms and positions in Å:
O  -2.762  1.087  -1.571  -0.428
C  -2.688  0.441  -0.565  0.132
C  -1.844  0.943  0.577  -0.506
N  -0.693  1.676  -0.011  -0.250
H  -3.242  -0.501  -0.458  0.406
H  -2.403  1.617  1.227  0.416
H  -1.474  0.118  1.185  0.270
H  -0.153  2.195  0.683  0.399
H  -0.045  0.980  -0.441  0.013
H  -0.993  2.345  -0.727  0.371
C  2.818  -0.191  -0.271  -1.003
C  1.605  -0.797  0.427  -0.535
S  0.358  -1.339  -0.824  -0.051
S  -0.740  -2.790  0.137  -0.204
H  2.486  0.613  -0.936  0.294
H  3.349  -0.916  -0.880  0.319
H  3.466  0.245  0.487  0.345
H  1.105  -0.170  1.169  0.345
H  1.876  -1.686  0.999  0.464
H  -0.022  -3.872  -0.207  0.202

Computed properties:
Gap between HOMO and LUMO in eV: 9.55
Net charge: +1
E_LUMO in eV: -3.6


x is favored, and the nearest alternative lies 0.322 eV above it.